The following is a DFT calculation (ωB97M-V/def2-TZVPD) of a 10-piece molecular cluster, C24H69NO20 overall.

- E_LUMO (spin up / spin down) (eV) = 1.80 / 1.78
- charge = -1
- energy relative to the best compared isomer or geometry (same formula, charge and spin) (kcal per mole) = 38.15
- multiplicity = 2

Last column: Löwdin charge in e.
Atoms and positions in Å:
H -4.05 1.08 4.56  0.116
H 0.74 1.31 0.47  0.089
H -0.58 -0.66 -0.96  0.121
H 1.80 -3.72 -4.90  0.042
O -0.09 1.14 -3.40  -0.114
O 3.89 0.69 -1.14  -0.172
O -2.00 1.80 4.08  -0.075
O 2.15 -4.03 -4.06  -0.123
C -3.34 4.82 1.28  -0.201
H -0.83 4.75 2.80  0.078
H 1.38 2.61 -6.06  0.090
H 0.66 0.27 2.66  0.034
H -2.91 0.05 -1.40  -0.003
O 0.87 -4.73 2.26  -0.043
H 2.29 2.46 2.69  0.109
H 0.78 -1.56 -4.77  0.048
H 2.17 1.91 -1.86  0.079
H 1.08 4.32 4.04  0.100
C 1.24 1.75 -5.41  -0.294
C 3.25 0.28 0.02  -0.229
H -1.43 5.89 1.00  0.127
O -4.97 0.76 2.00  -0.065
C 1.14 -3.55 1.56  -0.244
H 0.70 3.03 -3.85  0.106
H -4.53 6.25 2.02  0.073
H 3.91 -1.96 -0.57  0.087
O 0.63 0.67 -6.19  -0.233
O 1.28 3.19 5.88  -0.074
C 1.55 -1.86 -3.09  -0.252
H -6.33 -2.02 2.68  0.106
C 5.79 -2.15 -0.01  -0.226
H -1.69 4.38 0.15  0.119
O -4.51 2.47 -1.34  -0.085
C 0.23 2.19 -4.34  -0.218
H -1.76 -0.49 0.35  0.100
H -5.30 -0.64 -2.53  0.110
H -5.82 0.97 -0.83  0.099
H -3.16 1.80 1.72  0.086
H 2.67 4.34 4.71  0.112
H 3.12 2.03 4.12  0.110
H 2.50 -1.46 -3.46  0.097
H 2.43 -3.36 -2.22  0.105
O -5.39 -1.86 2.55  -0.073
H -0.45 -4.77 0.18  0.071
H 2.27 1.53 -5.12  0.071
H -1.86 2.68 3.74  0.048
C 6.00 -3.40 -0.74  -0.275
O 1.10 1.46 3.94  -0.101
H 0.48 1.80 4.58  0.059
H 2.04 2.93 6.40  0.086
H -6.22 1.45 -2.38  0.108
N 4.37 -2.00 0.33  -0.060
C 5.42 -3.36 -3.11  -0.074
C 2.17 2.45 3.77  -0.173
C 1.80 3.70 4.58  -0.165
O 0.46 -1.40 -3.88  -0.122
C 1.63 -3.37 -2.96  -0.284
H 6.39 -2.04 0.89  0.123
C 3.20 1.60 -1.99  -0.104
O 0.30 -0.14 1.87  -0.084
O -1.67 0.97 -1.04  -0.088
H 1.72 -5.08 2.54  0.086
H -5.24 -3.76 1.63  0.128
H -2.96 0.13 2.26  0.093
H -4.20 0.33 -3.41  0.120
H 0.62 -3.63 -2.65  0.112
H -2.79 -3.25 0.91  0.115
H -3.73 3.86 1.64  0.102
C -3.40 1.55 3.82  -0.188
H 5.48 -4.24 -3.75  0.080
H -3.88 2.23 -0.65  0.044
H -3.78 5.08 0.32  0.121
H -0.89 -2.60 1.13  0.075
C -5.34 1.32 -1.74  -0.195
H 0.02 0.23 -3.66  0.025
O -1.09 4.18 2.07  -0.068
H -3.77 2.57 3.79  0.100
H 3.80 2.51 -2.10  0.080
H 1.37 -2.67 2.16  0.100
H -0.70 1.58 1.32  0.096
O 5.00 -3.53 -1.71  -0.205
H 3.22 -1.03 1.66  0.097
H 6.27 -2.68 -3.13  0.078
H -0.69 2.42 -4.88  0.113
H -2.81 -1.86 1.96  0.092
H -1.11 1.12 -1.81  0.060
C -0.99 0.03 -0.22  -0.184
H -3.83 -3.62 3.54  0.066
O -3.08 -3.71 2.93  -0.071
C -1.83 4.88 1.11  -0.235
C -4.57 0.17 -2.40  -0.279
C 3.99 -0.75 0.94  -0.177
H 5.78 -4.23 -0.05  0.120
O -3.70 -0.48 -1.55  -0.069
H 3.22 1.11 -2.96  0.066
C 0.01 -2.99 0.65  -0.199
H 2.86 1.03 0.71  0.094
C -0.13 0.77 0.85  -0.189
H 1.30 0.32 -6.79  -0.002
H 1.55 -1.33 -2.14  0.095
H 4.62 -2.80 -3.59  0.050
H 2.29 -0.14 -0.29  0.093
O -3.75 5.76 2.31  -0.087
C -3.28 -2.83 1.79  -0.189
C -3.60 1.01 2.34  -0.207
H 7.04 -3.47 -1.04  0.122
H 2.04 -3.64 0.96  0.108
H -5.15 -0.17 2.11  0.020
O -0.45 -3.96 -0.33  -0.072
H 0.45 -2.11 0.19  0.083
H 4.93 -0.41 1.37  0.111
H -4.99 -2.36 0.65  0.116
C -4.79 -2.77 1.64  -0.216
H 5.97 -1.37 -0.75  0.121

***

The following is a DFT calculation (ωB97M-V/def2-TZVPD) of C24H71LiN5O9 as an isolated structure.

- E_LUMO (eV) = -1.76
- charge = +1
- multiplicity = 1

Last column: Löwdin charge in e.
Atoms and positions in Å:
C -15.57 -3.97 10.09  -0.061
H -13.34 -8.37 9.36  0.097
H -8.80 -3.37 14.15  0.052
H -13.32 -1.37 17.75  0.092
C -14.71 -6.43 10.26  -0.192
C -14.57 -7.32 15.19  -0.349
O -12.18 1.77 14.54  -0.164
C -12.30 3.01 14.01  -0.151
C -15.23 -1.77 13.01  -0.087
H -9.07 -0.59 19.29  0.070
O -11.14 -4.36 10.41  -0.246
H -13.93 -6.31 9.50  0.115
H -9.97 0.56 11.46  0.052
H -13.12 -8.73 15.18  0.101
H -15.24 -9.39 15.02  0.079
O -11.37 -1.11 18.41  -0.192
O -14.17 -7.40 11.09  -0.228
H -15.46 -8.48 13.48  0.066
C -11.19 -4.93 9.07  -0.061
C -11.03 -5.16 16.60  -0.283
H -15.30 -2.70 14.89  0.115
C -15.50 -8.44 14.56  -0.018
H -9.72 3.17 18.95  0.081
H -11.09 -0.08 16.17  0.107
C -12.60 -1.77 18.47  -0.121
C -9.88 -3.86 12.34  -0.389
H -14.79 -6.39 14.66  0.128
C -8.64 -3.90 13.20  -0.058
H -15.93 -7.06 16.84  0.123
C -10.60 0.08 15.21  -0.397
H -9.64 1.08 17.68  0.095
H -9.63 -6.02 15.12  0.058
H -10.54 2.13 15.71  0.123
O -13.46 -2.88 13.99  -0.148
H -9.17 -1.40 15.70  0.078
H -12.18 0.67 17.91  0.109
H -14.38 -7.68 17.31  0.126
C -14.59 -5.24 18.36  -0.087
H -16.24 -4.32 9.30  0.080
H -11.13 -5.24 13.19  0.044
C -15.06 -5.11 10.93  -0.375
H -13.33 3.23 13.72  0.097
H -13.16 -4.41 10.87  0.053
H -12.41 -3.99 16.47  0.063
H -8.68 -0.29 14.39  0.084
H -12.10 3.78 14.76  0.094
H -10.90 -0.59 13.25  0.031
H -11.68 -6.02 16.47  0.080
H -12.41 -7.20 13.75  -0.032
H -10.17 1.82 13.98  0.127
N -10.40 2.43 19.05  0.027
H -8.88 -4.70 16.07  0.069
H -8.37 1.07 19.89  0.072
H -16.06 -1.07 12.91  0.084
N -13.88 -4.49 11.57  0.054
N -11.02 -4.24 13.14  0.019
N -13.18 -7.73 15.14  0.028
C -9.17 -0.36 15.37  -0.033
C -14.58 -2.13 14.32  -0.320
C -9.21 0.41 19.70  -0.049
H -11.68 3.20 13.13  0.093
H -8.36 -4.92 13.47  0.076
H -11.73 -4.08 12.44  0.040
H -9.16 -4.40 10.27  0.123
H -14.49 -9.22 10.45  0.099
H -16.18 -3.23 10.62  0.070
O -14.29 -5.72 17.09  -0.199
H -14.51 -1.48 12.25  0.085
O -11.51 -3.92 16.16  -0.131
C -11.53 0.29 18.69  -0.169
H -9.96 -2.80 12.10  0.123
H -7.73 -3.42 12.86  0.085
H -12.10 0.33 19.61  0.130
H -15.18 -4.33 18.38  0.091
H -12.65 -7.26 12.26  0.006
N -11.30 -0.72 14.17  0.031
H -11.22 2.72 18.54  0.061
H -13.61 -4.93 18.73  0.079
H -13.08 -1.68 19.45  0.095
C -10.16 1.06 18.63  -0.399
O -10.60 -0.15 11.45  -0.033
H -12.23 -0.33 14.19  0.066
H -15.67 -2.69 12.61  0.045
C -9.90 -4.72 11.01  -0.144
C -10.82 1.57 14.82  -0.192
C -14.86 -6.92 16.70  -0.202
C -9.59 -5.53 16.10  -0.044
H -8.66 0.30 16.07  0.076
O -12.15 -6.79 12.93  -0.070
Li -11.47 -2.80 14.55  0.586
H -14.77 -3.43 9.57  0.084
H -11.09 -6.01 9.17  0.094
H -14.45 -1.18 14.84  0.114
H -15.09 -6.02 18.95  0.099
H -12.82 -8.95 10.92  0.092
H -9.11 -6.25 16.76  0.077
H -13.46 -5.23 12.13  0.043
H -13.72 -3.61 13.41  0.043
H -15.82 -5.24 11.70  0.141
H -16.51 -8.14 14.84  0.075
H -9.79 -5.78 11.22  0.130
H -12.19 -4.78 8.65  0.075
H -11.00 -5.08 17.69  0.113
H -9.57 0.34 20.73  0.078
H -10.51 -4.38 8.42  0.095
H -12.57 -2.85 18.33  0.060
H -11.05 -0.07 10.60  0.058
H -15.59 -6.86 9.79  0.136
C -13.66 -8.52 10.39  -0.084
H -12.66 -7.42 15.95  0.064

***

The following is a DFT calculation (ωB97M-V/def2-TZVPD) of C24H72BO19PS11 as an isolated structure.

- E_LUMO (eV) = 0.42
- multiplicity = 1

Last column: Löwdin charge in e.
Atoms and positions in Å:
H -3.82 -1.30 -3.75  -0.114
H 4.97 -7.65 -1.74  0.054
H 4.99 0.01 -10.01  0.048
S 2.71 -7.22 -2.38  0.837
O -3.07 -1.85 -1.56  -0.599
C 2.31 -7.80 -0.73  -0.265
H -1.76 -5.27 -3.25  0.136
H 2.99 5.93 0.55  0.036
H -3.82 2.64 6.96  0.055
H -1.40 -0.22 6.94  0.020
H -0.94 -2.01 -5.82  0.068
O -0.41 -1.57 -6.51  -0.049
H -4.37 -4.91 -7.84  0.055
C -5.30 1.28 4.94  -0.267
H -3.31 5.34 3.39  0.048
C -0.99 -0.78 7.77  -0.267
H 1.33 -3.04 -1.86  0.098
C -2.19 3.04 2.14  -0.262
H 2.22 -2.00 -4.52  0.132
H -4.05 -3.48 -6.82  0.041
H 3.97 11.56 0.98  0.053
S -6.07 -4.55 -6.19  0.789
O 0.68 -2.08 6.23  -0.569
H 1.37 6.03 1.28  0.037
O -0.89 -4.46 -4.90  -0.038
O -1.10 -3.00 -0.57  0.058
H 3.05 -3.26 -10.70  0.052
C 2.36 -2.51 -10.33  -0.266
C -7.16 -5.32 -7.41  -0.274
O -1.14 4.92 0.59  -0.551
H -7.45 -4.58 -8.16  0.057
P -2.23 -3.23 -1.62  0.259
H 1.58 -1.45 -6.83  0.081
H 4.84 -6.33 -2.92  0.051
H -1.42 2.31 1.92  0.021
H 2.92 3.15 5.97  0.046
H 0.09 2.33 5.07  0.047
H -3.27 1.30 7.98  0.038
H 4.99 -1.56 -10.84  0.051
H 0.62 -4.00 8.45  0.047
O -3.03 -4.38 -1.35  -0.204
H -5.44 0.73 4.01  0.052
H 2.94 -8.66 -0.49  0.054
H 0.89 3.86 4.59  0.007
H 1.29 -0.35 4.77  0.028
C 1.97 9.60 1.52  -0.259
C 0.49 -4.49 -4.51  -0.232
H 0.52 -2.06 -4.08  0.115
S 0.66 -0.26 2.48  0.830
H 5.31 10.56 0.37  0.050
C 1.77 -0.01 3.86  -0.265
H 2.20 4.46 1.23  0.064
O 1.20 -3.61 -5.32  -0.055
O 1.96 -5.95 -2.58  -0.550
H -6.20 1.22 5.55  0.057
C -4.02 1.61 7.26  -0.257
H 1.98 1.06 3.92  0.035
C 4.23 10.62 0.50  -0.268
H 0.63 -4.33 -3.46  0.095
C 2.34 5.54 1.33  -0.257
O 2.21 5.17 3.94  -0.582
C 0.47 -2.03 2.71  -0.236
H -3.74 5.33 1.65  0.057
H -5.06 2.32 4.71  0.045
H 1.62 9.58 0.48  0.064
H -6.64 -6.15 -7.88  0.052
H 0.96 -0.32 -5.63  0.125
C 0.19 3.39 5.30  -0.276
H 0.09 -2.22 3.72  0.044
S -1.46 4.68 2.02  0.788
S -3.92 0.54 5.83  0.776
H 1.27 -8.10 -0.72  0.052
O -4.36 -0.82 6.26  -0.546
H -5.01 1.53 7.71  0.058
H -5.27 -3.38 -8.12  0.059
H 3.80 -0.31 -11.30  0.057
H 2.05 1.64 6.39  0.041
H -2.76 -4.28 -4.30  0.122
H -0.78 3.88 5.23  0.041
H -3.01 2.95 1.43  0.062
O 2.30 -0.28 -8.90  -0.541
S -4.34 -1.93 -2.68  0.853
H 2.84 2.60 7.66  0.048
H -1.75 -0.91 8.54  0.062
H 2.47 -7.00 -0.01  0.060
O -1.55 -3.19 -3.05  -0.158
H -1.20 -0.62 -0.57  0.120
S -0.48 -2.37 7.14  0.830
S 3.07 5.89 2.93  0.818
C 0.89 -1.34 -6.01  -0.226
H 3.74 10.52 -0.46  0.059
H 1.78 10.58 1.96  0.055
C 4.41 -6.76 -2.02  -0.267
C 0.20 -3.02 8.67  -0.269
H -0.24 -2.40 1.97  0.041
C 4.54 4.90 2.69  -0.254
S 3.73 9.26 1.57  0.804
O 3.96 8.01 0.80  -0.573
H 0.87 -5.47 -4.74  0.122
H 0.98 -2.36 9.03  0.057
S 3.23 -1.38 -9.23  0.793
O -0.64 0.38 2.84  -0.557
C -1.79 -4.37 -3.85  -0.219
H -0.13 -0.25 8.18  0.059
H -8.04 -5.68 -6.89  0.049
C -2.97 5.59 2.38  -0.268
H 2.70 -0.56 3.69  0.062
C 2.30 2.64 6.72  -0.259
H 1.57 -2.98 -9.75  0.051
H 1.43 -2.51 2.57  0.066
H 4.43 -6.03 -1.22  0.060
H -0.60 -3.12 9.40  0.054
C 1.23 -2.26 -4.88  -0.187
O -0.09 2.78 7.86  -0.577
O -0.37 -0.78 -1.04  0.228
H 1.46 8.84 2.10  0.044
S 0.80 3.59 6.97  0.818
B -0.07 -2.08 -0.91  -0.929
H 1.92 -1.95 -11.16  0.058
C 4.37 -0.75 -10.48  -0.274
H 5.13 4.93 3.61  0.049
O -6.76 -3.32 -5.71  -0.556
C -4.82 -4.03 -7.37  -0.267
H 4.26 3.87 2.46  0.056
O 1.21 -2.48 -1.08  0.218
H -2.55 2.88 3.16  0.044
H 5.12 5.33 1.87  0.055
H -2.75 6.65 2.32  0.046

***

The following is a DFT calculation (ωB97M-V/def2-TZVPD) of C24H72F4N8O17PbS4 as an isolated structure.

- E_LUMO (eV) = -0.90
- multiplicity = 1

Last column: Löwdin charge in e.
Atoms and positions in Å:
O -1.80 3.19 -3.02  -0.272
N 0.05 -1.00 -2.69  -0.010
C 2.85 2.88 2.55  -0.164
H -1.52 -0.99 1.64  0.025
H 2.18 3.21 -3.37  0.111
H 3.11 1.03 3.51  0.119
H 3.51 0.29 -1.92  0.070
H -2.27 -2.01 5.77  0.094
H -5.17 0.56 0.57  0.079
H 0.90 -1.47 -2.98  0.071
H 4.51 -0.23 1.66  0.064
Pb 0.49 0.09 -0.40  1.544
H -2.48 -0.06 0.94  0.037
H 0.02 3.88 -4.23  0.043
C -6.12 -1.34 1.58  -0.063
C 1.65 4.08 -5.30  -0.424
O 2.75 -2.74 1.85  -0.282
C 3.50 4.70 3.82  -0.114
H -0.36 4.36 -5.70  0.096
C -0.23 -3.04 -4.14  -0.140
H 3.41 -2.55 -5.33  0.037
H 1.78 -1.86 3.30  0.009
O 0.04 -4.07 2.14  -0.228
C -6.70 -1.10 -0.94  -0.140
S 2.13 -2.95 0.55  0.451
H -0.25 -2.57 -5.13  0.142
H -2.62 2.35 1.43  0.055
C 1.90 5.56 -4.99  -0.051
N 1.90 0.66 1.92  -0.018
N 0.25 3.72 -5.20  0.055
F 1.63 3.19 -0.42  -0.231
H 5.56 -1.72 6.93  0.084
H -1.97 1.85 -4.65  0.007
H -0.47 1.78 -4.87  -0.024
H -3.54 -0.54 3.44  0.113
H -2.86 -2.46 -3.08  0.093
H 2.27 -4.87 -3.21  0.104
H 3.38 1.68 -6.30  0.086
O 2.25 1.72 -4.55  -0.216
C 3.28 -1.37 5.49  -0.159
H 1.25 6.24 -5.53  0.081
H 0.29 -1.61 3.87  0.041
H 0.68 -4.86 -2.49  0.077
H -0.98 -3.83 -4.20  0.138
C -1.87 0.66 2.69  -0.379
H 4.09 0.96 0.56  0.054
H -2.02 2.80 2.96  0.079
H 2.57 0.16 -6.03  0.078
H -0.91 0.88 3.16  0.116
S -1.85 2.95 -1.61  0.608
H -5.25 -1.51 2.22  0.052
H 1.90 2.96 3.06  0.120
H -3.10 -2.77 4.45  0.090
O 2.42 -4.28 -0.02  -0.244
H 2.17 -0.28 2.16  0.031
H -5.02 -2.24 -0.04  0.137
H 1.13 -1.69 6.07  0.140
H -0.24 -0.32 -3.38  0.075
H 3.53 3.40 -4.54  0.130
H 2.96 5.82 -5.10  0.076
C 1.21 -4.72 -3.43  -0.074
H -7.53 -1.80 -0.94  0.116
H 1.71 1.72 -6.51  0.081
C -2.15 -2.32 4.74  -0.087
H 0.90 -3.97 5.21  0.068
H -6.83 -2.13 1.82  0.075
O -0.12 4.32 0.71  -0.269
O 3.79 3.36 3.51  -0.190
H 2.45 -3.79 4.38  0.075
H -6.52 -0.39 1.93  0.078
O -6.20 -1.06 -2.34  -0.217
H -2.46 -0.96 -2.22  0.067
H -4.37 0.06 -0.70  0.055
C 4.32 0.84 1.62  -0.005
C 1.83 -3.41 5.20  -0.064
C -2.15 -1.63 -3.03  -0.041
C -7.19 -1.04 -3.37  -0.126
C -2.57 2.01 2.46  -0.029
O 2.60 0.58 -1.83  -0.141
F 2.88 -1.95 -0.48  -0.213
S 0.13 3.74 -0.62  0.468
C 3.03 1.31 2.46  -0.389
H -7.24 -0.16 -0.88  0.119
N 1.26 -1.37 4.03  0.064
O 3.54 -1.73 6.85  -0.230
H 4.79 -1.90 8.55  0.084
H 2.49 -2.43 -4.14  -0.025
O -1.28 1.29 -5.02  -0.070
F -1.41 -2.65 0.94  -0.204
C 2.49 3.10 -4.41  -0.183
O -0.37 -4.41 -0.35  -0.275
O 1.11 -3.40 -3.87  -0.231
C -5.58 -1.32 0.11  -0.375
O 3.23 -2.01 -4.56  -0.051
H 2.48 1.21 -2.54  0.016
H 1.70 5.71 -3.93  0.067
C 2.47 1.24 -5.89  -0.065
H -6.51 -0.96 -4.22  0.083
H -0.75 -2.74 -2.14  0.112
S -0.08 -3.52 0.81  0.586
N -1.59 -0.01 1.42  0.008
N 0.83 -2.18 0.37  -0.416
H 4.80 -0.37 7.81  0.077
C -2.55 -0.21 3.76  -0.195
H 3.48 5.30 2.91  0.086
H 4.23 5.12 4.52  0.090
C 4.73 -1.43 7.57  -0.096
H 4.01 -1.77 4.79  0.135
H 0.88 -5.43 -4.18  0.099
O -2.79 3.78 -0.85  -0.241
O -1.68 -1.26 3.95  -0.218
H 2.94 3.27 1.54  0.116
H -2.22 -1.04 -3.94  0.083
N -0.44 2.31 -0.89  -0.426
O 0.37 4.57 -1.80  -0.273
N -4.62 -0.22 0.24  0.038
H -7.75 -1.96 -3.55  0.085
C -0.75 -2.12 -3.04  -0.460
H 3.31 -0.29 5.64  0.121
H 2.32 -3.77 6.10  0.068
H -1.45 -3.16 4.75  0.082
H -7.80 -0.15 -3.51  0.083
H -2.73 0.36 4.68  0.137
F -2.49 1.42 -1.64  -0.243
C 1.86 -1.87 5.28  -0.376
H 5.20 1.40 1.92  0.077
H 2.49 4.72 4.22  0.083
H -3.56 2.07 2.92  0.077
H 1.98 3.93 -6.33  0.124
H 1.14 0.96 2.51  0.059

***

| no. | maximum force (eV/Å) | E (Eh) |
| --- | --- | --- |
| 1 | 2.793 | -2515.0310 |
| 2 | 3.431 | -1915.2053 |
| 3 | 1.789 | -7133.3587 |
| 4 | 9.466 | -4859.5547 |